Density functional theory data (ωB97M-V with the def2-TZVPD basis set) for a 21-piece molecular cluster, C93H223N5O21 overall at a distorted geometry.

Geometry as XYZ:
```
342
Properties=species:S:1:pos:R:3:forces:R:3:lowdin_charge:R:1
C -5.251 -2.743 4.406 -0.43 0.63 0.31 -0.049
C -4.027 -1.843 4.226 0.39 0.88 0.87 -0.462
C -3.152 -2.281 3.074 -0.21 -0.86 -0.01 -0.056
O -4.433 -0.443 4.037 0.93 -0.57 -0.08 -0.107
H -5.931 -2.607 3.556 0.22 -0.23 -0.07 0.069
H -5.830 -2.408 5.282 0.29 -0.13 -0.17 0.078
H -5.019 -3.815 4.539 0.12 0.58 -0.25 0.086
H -3.443 -1.820 5.165 -0.10 -0.37 -0.24 0.128
H -2.340 -1.597 2.863 0.01 0.38 -0.10 0.051
H -3.825 -2.405 2.228 0.26 0.11 -0.43 0.076
H -2.676 -3.259 3.252 -0.28 0.17 0.10 0.080
H -3.571 0.068 4.045 -1.17 -0.62 0.18 0.052
C 0.892 5.012 2.716 0.15 0.17 -0.16 -0.043
C -0.096 6.181 2.754 0.44 -0.15 0.55 -0.495
C -0.819 6.202 4.075 -0.18 0.12 1.15 -0.059
O 0.667 7.375 2.567 0.13 0.16 -0.13 -0.056
H 1.459 4.972 1.770 -0.14 0.13 0.37 0.072
H 0.395 4.051 2.836 -0.28 -0.02 -0.11 0.059
H 1.586 5.098 3.569 -0.10 0.14 -0.40 0.087
H -0.863 6.111 1.986 0.03 -0.17 -0.43 0.117
H -1.440 7.104 4.208 0.26 -0.20 -0.09 0.089
H -0.155 6.089 4.956 -0.03 0.36 -0.55 0.095
H -1.492 5.359 4.161 -0.33 -0.31 -0.20 0.053
H 0.158 8.145 2.856 0.02 -0.32 -0.07 0.088
C -4.710 -3.467 -4.747 0.19 -0.67 0.31 -0.049
C -3.695 -3.854 -3.668 0.04 -0.46 0.86 -0.418
C -3.960 -3.014 -2.380 -0.70 -0.16 -1.43 -0.038
O -3.769 -5.294 -3.346 -1.01 0.91 0.33 -0.098
H -4.517 -2.497 -5.243 -0.05 -0.50 0.44 0.087
H -5.691 -3.496 -4.271 -0.17 0.37 -0.20 0.082
H -4.700 -4.278 -5.468 0.00 0.12 -0.42 0.077
H -2.677 -3.849 -4.072 -0.07 0.78 0.27 0.123
H -4.996 -3.195 -2.029 0.58 -0.29 -0.03 0.085
H -3.998 -1.974 -2.660 0.21 0.58 -0.21 0.051
H -3.250 -3.102 -1.587 0.43 -0.40 0.52 0.053
H -4.611 -5.416 -2.864 0.42 -0.09 -0.34 0.087
C -5.827 -5.169 -0.028 -0.20 -0.27 -0.70 -0.061
C -5.830 -6.331 1.003 0.99 1.30 -0.70 -0.452
C -5.363 -7.594 0.353 0.34 -0.75 -1.26 -0.077
O -4.932 -6.014 2.108 -0.86 -0.34 -0.84 -0.058
H -6.469 -5.431 -0.901 0.09 0.08 0.61 0.085
H -4.844 -4.955 -0.485 -0.14 -0.25 0.66 0.045
H -6.216 -4.240 0.396 0.08 -0.08 0.09 0.071
H -6.860 -6.434 1.316 -0.09 -0.01 0.80 0.129
H -5.906 -7.789 -0.590 -0.20 -0.04 0.50 0.089
H -5.447 -8.467 1.004 0.03 0.10 -0.03 0.087
H -4.324 -7.485 -0.013 -0.36 -0.05 0.58 0.049
H -4.078 -6.238 1.712 0.13 0.23 0.37 0.070
C -1.345 1.942 6.009 -1.36 -0.33 0.65 -0.046
C -1.077 1.830 4.545 -0.23 0.23 0.00 -0.481
C 0.409 1.636 4.373 -0.58 -0.36 0.73 -0.055
O -1.846 0.688 4.085 0.84 0.84 -0.73 -0.086
H -2.440 2.059 6.155 0.66 0.09 0.22 0.094
H -0.785 2.719 6.513 -0.04 0.45 -0.11 0.083
H -1.047 1.011 6.500 -0.10 -0.13 -0.06 0.075
H -1.397 2.734 4.020 -0.26 -0.03 -0.09 0.109
H 0.967 2.459 4.838 -0.11 -0.13 -0.17 0.090
H 0.687 1.513 3.348 0.35 -0.22 -0.64 0.067
H 0.528 0.731 4.968 0.89 -0.20 -0.33 0.061
H -1.820 0.779 3.103 -0.12 -0.05 0.30 0.063
C -4.394 5.392 2.372 0.47 -0.71 0.18 -0.034
C -3.797 3.987 2.577 -1.34 1.00 -1.00 -0.469
C -4.321 3.463 3.863 -0.20 -0.04 0.55 -0.045
O -4.103 3.144 1.445 1.35 0.71 0.26 -0.067
H -3.907 5.881 1.542 -0.07 0.47 -0.20 0.068
H -4.294 5.920 3.311 0.41 0.52 0.09 0.074
H -5.471 5.348 2.229 -0.12 -0.26 -0.38 0.083
H -2.722 4.043 2.617 0.57 0.05 -0.14 0.104
H -4.158 2.404 3.882 -0.03 -0.74 0.40 0.066
H -5.397 3.690 3.937 0.33 -0.22 0.20 0.099
H -3.767 3.937 4.690 -0.38 -0.20 -0.11 0.091
H -4.977 2.770 1.505 -1.01 -0.34 0.05 0.044
C 3.499 -0.239 -3.992 -0.34 1.01 -0.72 -0.048
C 3.317 0.166 -5.456 1.24 -0.35 -0.26 -0.459
C 4.679 0.106 -6.166 -0.74 -0.79 -0.75 -0.040
O 2.403 -0.679 -6.153 0.01 -0.87 0.24 -0.081
H 4.178 0.443 -3.512 0.36 0.33 0.16 0.047
H 3.930 -1.212 -3.873 0.05 -0.81 -0.12 0.085
H 2.562 -0.142 -3.485 -0.58 -0.32 0.46 0.047
H 2.906 1.161 -5.583 -0.26 0.21 0.36 0.109
H 4.572 0.290 -7.242 -0.08 0.21 0.19 0.085
H 4.989 -0.932 -6.093 0.35 -0.30 0.04 0.077
H 5.473 0.714 -5.779 0.15 0.48 0.43 0.060
H 2.683 -1.627 -6.099 -0.27 0.91 -0.21 0.084
C 4.590 -0.138 -0.371 -0.02 -0.94 1.07 -0.017
C 3.554 -0.984 0.404 -0.22 0.60 -0.10 -0.465
C 3.123 -2.263 -0.258 0.35 -0.14 -0.32 -0.046
O 4.025 -1.387 1.685 0.06 -0.53 -0.13 -0.081
H 5.513 -0.716 -0.509 -0.16 0.10 -0.24 0.095
H 4.819 0.685 0.297 0.21 0.40 -0.11 0.054
H 4.197 0.243 -1.304 -0.05 -0.05 -0.15 0.054
H 2.696 -0.310 0.541 -0.15 -0.17 0.06 0.117
H 2.327 -2.768 0.267 -0.28 -0.01 0.51 0.048
H 3.991 -2.932 -0.229 -0.15 -0.05 -0.39 0.096
H 2.744 -2.103 -1.263 0.25 0.03 -0.33 0.073
H 4.523 -0.680 2.109 -0.06 0.61 0.06 0.025
C -5.019 7.083 -3.562 0.37 -1.00 -0.25 -0.041
C -5.286 6.448 -2.154 0.62 0.66 -0.15 -0.480
C -4.855 4.996 -2.107 0.93 0.54 -0.02 -0.043
O -4.640 7.199 -1.143 0.28 0.39 0.30 -0.070
H -5.736 6.783 -4.323 -0.66 0.19 0.21 0.066
H -4.113 6.667 -4.046 0.12 0.12 0.74 0.068
H -4.891 8.166 -3.575 -0.33 -0.08 0.34 0.076
H -6.329 6.475 -1.861 -0.43 0.36 -0.28 0.127
H -5.495 4.490 -2.815 0.28 -0.61 -0.35 0.049
H -4.943 4.521 -1.111 0.02 0.43 -0.44 0.081
H -3.779 5.049 -2.416 -0.77 -0.79 0.11 0.079
H -3.686 7.297 -1.320 -0.29 -0.29 -0.12 0.053
C -5.924 0.554 -2.746 -0.81 -0.09 -0.14 -0.048
C -7.020 0.892 -3.828 1.22 -0.83 0.26 -0.446
C -6.522 2.094 -4.580 0.26 0.50 -0.36 -0.070
O -7.183 -0.237 -4.709 -0.55 0.25 0.41 -0.062
H -6.162 -0.278 -2.054 -0.32 0.62 -0.25 0.074
H -5.662 1.472 -2.203 -0.08 -0.34 0.14 0.072
H -5.020 0.205 -3.257 -0.05 0.25 -0.24 0.053
H -8.019 1.116 -3.445 0.17 -0.38 0.32 0.136
H -7.104 2.327 -5.468 -0.04 -0.26 -0.17 0.086
H -5.477 1.914 -4.837 0.07 0.11 -0.33 0.071
H -6.529 3.005 -3.988 -0.05 -0.03 0.33 0.057
H -6.417 -0.328 -5.283 0.20 0.18 0.05 0.074
C 3.611 0.483 4.888 -0.13 0.51 -0.29 -0.052
C 4.281 1.411 3.858 0.88 -0.56 0.73 -0.444
C 5.087 2.504 4.526 0.03 0.37 0.81 -0.049
O 5.160 0.687 2.988 -0.02 -0.19 -0.86 -0.076
H 4.304 0.051 5.632 -0.17 0.35 -0.36 0.084
H 3.115 -0.331 4.356 -0.02 -0.03 0.07 0.077
H 2.833 1.079 5.390 0.31 -0.36 0.09 0.066
H 3.527 1.798 3.193 -0.30 0.22 -0.27 0.130
H 5.789 1.992 5.190 -0.07 0.16 0.30 0.084
H 4.466 3.200 5.116 0.14 -0.44 -0.08 0.091
H 5.718 3.124 3.895 -0.25 -0.14 -0.60 0.065
H 5.902 0.241 3.407 -0.07 0.28 0.62 0.108
C 0.272 6.737 -2.769 0.76 0.94 0.20 -0.057
C -0.882 6.088 -2.064 -0.32 0.20 0.40 -0.460
C -0.499 5.090 -0.979 -0.06 -0.30 -0.53 -0.026
O -1.709 7.135 -1.507 0.14 -0.55 -0.14 -0.056
H 1.072 7.124 -2.097 -0.49 -0.50 -0.06 0.099
H -0.016 7.613 -3.353 -0.43 -0.10 -0.01 0.095
H 0.723 6.061 -3.459 0.44 -0.63 -0.46 0.036
H -1.502 5.551 -2.780 -0.15 0.23 -0.11 0.097
H -1.421 4.666 -0.586 -0.07 0.09 0.39 0.081
H 0.119 5.523 -0.188 -0.11 0.05 -0.05 0.071
H 0.033 4.244 -1.424 0.22 0.14 0.02 0.075
H -1.086 7.580 -0.933 -0.14 0.58 0.45 0.088
C 5.074 5.820 1.913 -0.10 0.25 0.26 -0.049
C 5.247 5.398 0.456 -0.21 0.01 0.36 -0.463
C 5.253 3.914 0.174 -0.44 -1.50 0.19 -0.055
O 4.166 5.973 -0.324 0.14 0.20 0.34 -0.086
H 4.084 5.547 2.305 0.20 -0.11 -0.15 0.072
H 5.159 6.918 2.003 -0.04 -0.34 -0.15 0.087
H 5.838 5.415 2.586 -0.08 -0.13 -0.27 0.077
H 6.214 5.768 0.121 0.00 0.43 -0.35 0.133
H 6.199 3.402 0.454 -0.49 0.52 0.25 0.096
H 5.185 3.710 -0.908 -0.15 0.35 0.35 0.051
H 4.398 3.367 0.673 0.81 0.62 -0.43 0.095
H 3.752 6.693 0.184 0.32 -0.35 -0.27 0.098
C -0.273 0.199 0.601 0.05 0.11 -0.14 -0.040
C -1.416 1.105 0.222 -1.24 0.05 0.42 -0.438
C -2.667 0.390 -0.313 0.04 -0.73 -0.50 -0.037
O -1.818 1.712 1.466 1.31 -0.10 0.03 -0.082
H -0.502 -0.402 1.477 -0.30 -0.18 0.03 0.079
H 0.622 0.756 0.854 0.14 0.31 -0.04 0.067
H -0.040 -0.447 -0.223 0.25 -0.52 -0.45 0.071
H -1.110 1.861 -0.514 0.16 0.06 0.26 0.121
H -2.984 -0.325 0.454 -0.23 0.20 0.05 0.076
H -2.524 -0.234 -1.222 0.33 0.50 0.30 0.071
H -3.493 1.088 -0.546 0.45 -0.18 0.33 0.076
H -2.547 2.326 1.351 -0.84 0.11 -0.34 0.033
C 1.773 -5.466 -5.381 0.34 -0.02 -0.42 -0.060
C 1.393 -4.511 -6.503 0.07 1.21 1.10 -0.438
C 0.245 -3.655 -6.008 -0.13 0.06 -0.15 -0.059
O 2.479 -3.592 -6.917 -1.17 -1.21 0.73 -0.052
H 1.775 -4.949 -4.418 0.32 -0.06 -0.07 0.072
H 2.712 -5.997 -5.575 -0.07 0.24 0.18 0.086
H 0.987 -6.213 -5.344 -0.16 -0.23 0.14 0.070
H 1.021 -5.074 -7.334 0.24 -0.34 -0.85 0.128
H -0.525 -4.301 -5.559 0.19 0.38 0.02 0.081
H -0.196 -3.063 -6.801 -0.19 -0.02 -0.32 0.080
H 0.633 -2.921 -5.307 -0.07 -0.07 0.48 0.076
H 2.685 -3.920 -7.783 0.62 0.18 -0.67 0.077
C -6.261 -0.024 1.294 0.76 0.27 -1.11 -0.056
C -7.398 0.911 1.156 -0.16 1.48 0.12 -0.466
C -8.240 0.988 2.393 -1.40 -0.48 0.40 -0.062
O -6.726 2.207 0.984 -0.27 0.09 -0.45 -0.093
H -6.608 -1.035 1.361 -0.03 -0.69 0.20 0.079
H -5.660 0.262 2.152 0.10 -0.28 0.14 0.072
H -5.667 0.108 0.372 0.04 -0.39 0.44 0.070
H -8.042 0.681 0.279 0.45 0.22 0.32 0.146
H -9.085 1.672 2.245 0.23 0.09 0.12 0.079
H -7.718 1.243 3.321 0.27 0.11 -0.39 0.090
H -8.712 0.010 2.572 0.13 0.08 -0.04 0.087
H -7.282 2.896 0.588 -0.07 -0.50 0.23 0.102
C -0.706 -4.521 0.650 -0.72 0.47 -1.66 -0.026
C -0.405 -5.417 -0.574 0.03 0.63 0.78 -0.498
C 1.064 -5.851 -0.354 -0.63 -0.02 -1.98 -0.134
C 1.508 -6.925 -1.348 0.14 -0.63 0.05 -0.173
C 0.550 -8.103 -1.148 0.17 0.62 0.08 -0.130
C -0.939 -7.743 -1.373 -0.35 -0.24 -0.15 -0.494
N -1.279 -6.576 -0.524 0.11 -0.93 0.51 -0.065
O -2.671 -6.217 -0.583 1.25 -0.16 -0.22 -0.044
C -1.213 -7.593 -2.885 1.23 0.83 -0.46 -0.015
C -1.792 -8.933 -0.930 -0.07 -0.32 0.04 -0.042
C -0.594 -4.569 -1.838 1.30 0.57 -0.04 -0.004
H 0.058 -3.762 0.736 0.42 0.13 0.21 0.067
H -0.839 -5.064 1.555 0.02 -0.54 0.70 0.079
H -1.616 -3.985 0.404 -0.41 0.16 0.38 0.069
H 1.687 -4.992 -0.588 0.07 0.39 0.69 0.108
H 1.153 -6.205 0.676 0.29 0.11 -0.15 0.107
H 2.552 -7.174 -1.088 -0.38 -0.33 -0.10 0.115
H 1.558 -6.645 -2.412 -0.23 0.51 0.35 0.091
H 0.691 -8.271 -0.089 -0.27 -0.93 0.40 0.113
H 0.793 -8.989 -1.751 -0.03 0.20 0.28 0.129
H -1.559 -8.523 -3.305 -0.25 -0.31 -0.11 0.075
H -1.921 -6.808 -3.148 -0.11 -0.07 0.10 0.059
H -0.261 -7.365 -3.417 -0.59 0.04 0.21 0.073
H -1.486 -9.802 -1.544 -0.23 0.30 0.46 0.090
H -1.678 -9.171 0.136 0.06 0.12 -0.24 0.093
H -2.852 -8.728 -1.128 0.24 -0.12 0.04 0.072
H -0.105 -5.007 -2.716 0.03 0.02 0.14 0.067
H -0.098 -3.593 -1.622 -0.40 -0.46 -0.43 0.101
H -1.622 -4.382 -2.126 -0.15 -0.01 0.29 0.039
H -2.824 -5.889 -1.483 -0.17 0.09 -0.29 0.050
C 5.034 -2.682 4.773 -1.13 0.43 0.20 -0.019
C 5.663 -4.041 4.614 0.99 -1.68 0.06 -0.514
C 5.387 -4.948 5.819 0.45 -0.14 -0.02 -0.149
C 3.965 -5.378 5.868 -1.31 -0.41 0.68 -0.199
C 3.610 -6.168 4.626 -0.43 0.16 1.06 -0.151
C 3.764 -5.333 3.390 0.62 -0.45 -1.28 -0.463
N 5.183 -4.783 3.451 -0.92 -0.66 -0.23 -0.087
O 5.480 -4.070 2.285 -0.05 0.24 -0.21 -0.019
C 3.752 -6.278 2.187 -0.21 -0.76 -1.13 -0.051
C 2.585 -4.333 3.203 1.04 -0.32 -0.08 0.010
C 7.209 -4.033 4.550 0.88 1.57 -0.35 -0.037
H 4.995 -2.093 3.850 0.19 -0.14 0.11 0.061
H 5.562 -2.093 5.517 0.07 0.11 0.19 0.091
H 3.962 -2.780 5.096 1.06 0.16 -0.19 0.069
H 6.055 -5.825 5.764 -0.25 0.24 -0.14 0.131
H 5.707 -4.396 6.686 -0.04 0.25 0.64 0.115
H 3.310 -4.513 5.995 -0.12 0.01 -0.02 0.079
H 3.697 -6.035 6.707 0.47 0.25 0.23 0.119
H 2.621 -6.626 4.750 -0.09 0.38 -0.38 0.125
H 4.287 -7.004 4.636 0.52 -0.50 -0.48 0.118
H 4.568 -7.024 2.130 0.07 0.81 0.27 0.096
H 2.868 -6.928 2.149 -0.24 0.32 0.52 0.076
H 3.686 -5.736 1.234 0.40 0.03 0.22 0.073
H 2.383 -3.925 4.174 -0.67 0.40 0.35 0.040
H 2.826 -3.529 2.519 0.38 0.31 -0.06 0.061
H 1.716 -4.807 2.742 -0.05 -0.28 0.45 0.078
H 7.646 -3.242 3.925 -0.49 -0.26 -0.67 0.077
H 7.723 -4.967 4.285 -0.73 0.09 0.00 0.095
H 7.647 -3.681 5.482 -0.34 -0.37 0.72 0.075
H 5.028 -3.219 2.387 -0.13 0.22 -0.56 0.045
C 0.101 1.015 -3.631 -0.84 0.86 -0.63 -0.005
C -0.738 1.893 -4.637 0.53 -2.24 -0.99 -0.438
C -0.692 3.335 -4.197 -1.41 0.60 -0.25 -0.149
C -1.082 4.325 -5.280 -1.46 -0.71 -1.72 -0.161
C -0.170 4.079 -6.477 0.69 1.03 1.33 -0.153
C -0.260 2.690 -7.046 0.23 -0.11 0.55 -0.517
N 0.005 1.705 -5.944 -0.01 1.75 0.18 -0.077
O -0.208 0.419 -6.449 -0.21 -0.61 -0.11 -0.053
C -1.575 2.509 -7.786 0.02 -1.13 -1.12 -0.028
C 0.904 2.569 -8.019 0.21 -1.15 -0.02 -0.026
C -2.211 1.363 -4.759 0.73 0.64 0.15 -0.009
H 1.088 1.491 -3.497 -0.42 -0.27 0.11 0.074
H 0.217 -0.020 -3.958 0.01 0.16 -0.27 0.079
H -0.479 0.980 -2.719 0.18 0.09 0.64 0.055
H -1.345 3.439 -3.322 0.19 -0.09 0.04 0.118
H 0.291 3.630 -3.948 1.33 0.01 0.73 0.078
H -1.160 5.380 -4.996 0.43 -0.24 0.23 0.105
H -2.070 4.098 -5.738 -0.01 0.11 0.85 0.106
H 0.844 4.246 -6.116 0.41 -0.08 -0.10 0.096
H -0.323 4.822 -7.248 -0.21 0.11 -0.38 0.127
H -2.497 2.601 -7.235 -0.10 0.10 0.50 0.062
H -1.652 3.177 -8.637 0.17 0.48 -0.02 0.086
H -1.585 1.519 -8.266 -0.05 0.06 0.36 0.089
H 1.880 2.652 -7.506 -0.50 0.05 -0.14 0.079
H 0.857 1.582 -8.500 0.16 0.21 0.02 0.090
H 0.831 3.316 -8.791 0.01 0.40 -0.35 0.081
H -2.255 0.579 -5.520 0.00 -0.04 0.32 0.078
H -2.846 2.194 -5.100 -0.06 -0.31 0.31 0.061
H -2.542 0.991 -3.778 -0.13 0.11 -0.34 0.068
H 0.669 -0.004 -6.460 0.05 0.07 0.18 0.066
C -1.343 -3.930 8.336 -0.61 0.47 1.17 -0.030
C -0.127 -4.152 7.444 0.61 0.17 -0.09 -0.506
C -0.307 -3.632 6.034 0.14 0.85 -1.05 -0.124
C -0.123 -2.097 5.894 -0.50 -1.37 0.95 -0.161
C 1.227 -1.728 6.453 0.18 0.24 -0.09 -0.148
C 1.452 -2.145 7.913 -0.14 -1.10 -0.01 -0.503
N 1.192 -3.613 7.947 -0.83 -0.46 -0.54 -0.073
O 1.304 -4.066 9.272 0.20 0.06 1.06 -0.041
C 2.941 -1.996 8.180 0.64 -0.07 -1.10 -0.027
C 0.588 -1.333 8.885 -0.24 -0.09 -0.17 -0.009
C 0.008 -5.653 7.327 0.02 -1.74 -0.56 -0.056
H -2.000 -3.093 8.159 -0.11 0.53 -1.01 0.072
H -1.064 -3.681 9.356 0.41 -0.56 0.27 0.073
H -2.008 -4.804 8.379 0.36 0.16 -0.07 0.089
H 0.455 -4.070 5.374 -0.17 -0.24 0.21 0.103
H -1.291 -3.948 5.658 0.18 0.09 0.06 0.124
H -0.913 -1.651 6.484 -0.32 0.51 -0.03 0.089
H -0.247 -1.807 4.862 -0.02 0.23 -0.31 0.104
H 1.372 -0.653 6.450 0.09 0.36 -0.23 0.096
H 1.997 -2.170 5.798 -0.09 0.10 0.37 0.100
H 3.452 -2.568 7.381 -0.07 0.25 0.43 0.069
H 3.245 -0.956 8.058 -0.03 0.11 0.11 0.083
H 3.330 -2.366 9.115 -0.31 -0.08 0.53 0.079
H 0.415 -1.877 9.820 0.32 0.19 -0.12 0.082
H 1.061 -0.361 9.088 -0.22 -0.25 0.00 0.090
H -0.400 -1.174 8.439 0.12 0.19 0.15 0.069
H 0.060 -6.234 8.260 0.52 0.59 0.05 0.090
H 0.791 -5.990 6.609 -0.21 0.40 0.66 0.085
H -0.926 -6.067 6.929 -0.02 0.32 -0.33 0.086
H 1.938 -4.793 9.284 0.04 0.15 -0.36 0.108
C 3.135 4.477 -3.251 -0.47 -0.68 0.20 -0.010
C 4.326 4.404 -4.215 1.34 1.42 -0.57 -0.449
C 3.901 4.399 -5.718 -0.98 -0.17 0.94 -0.132
C 3.288 5.737 -6.166 0.52 -0.34 0.30 -0.171
C 4.349 6.833 -5.957 -0.94 -0.09 -1.29 -0.159
C 4.826 7.000 -4.531 0.81 -1.23 0.14 -0.463
N 5.277 5.614 -4.055 -1.33 -0.68 -0.74 -0.075
O 5.746 5.643 -2.730 0.71 0.16 -0.33 -0.037
C 6.156 7.806 -4.574 -0.43 -0.20 0.10 -0.035
C 3.739 7.723 -3.680 0.38 -0.26 -0.99 -0.013
C 5.149 3.122 -4.021 -1.02 -0.31 0.81 -0.026
H 3.389 4.426 -2.184 0.37 -0.08 -0.26 0.069
H 2.426 3.632 -3.405 0.44 0.43 -0.15 0.083
H 2.574 5.400 -3.340 0.02 0.03 -0.29 0.038
H 4.745 4.103 -6.344 0.23 0.48 0.06 0.119
H 3.214 3.545 -5.837 -0.20 0.31 0.06 0.090
H 2.360 6.019 -5.628 0.42 -0.42 -0.07 0.098
H 3.012 5.657 -7.222 0.05 0.17 0.05 0.110
H 3.874 7.764 -6.313 0.45 0.02 0.27 0.126
H 5.190 6.632 -6.643 -0.11 0.02 0.36 0.127
H 6.300 8.246 -3.609 0.31 0.55 0.51 0.067
H 7.041 7.217 -4.798 -0.25 -0.64 0.17 0.085
H 6.183 8.549 -5.359 -0.55 0.57 -0.02 0.075
H 3.871 7.520 -2.636 0.26 0.28 0.70 0.062
H 3.817 8.775 -3.935 0.18 0.34 0.43 0.088
H 2.700 7.481 -3.909 0.15 -0.43 -0.29 0.050
H 4.384 2.337 -4.100 0.30 -0.06 -0.20 0.049
H 5.572 2.968 -3.005 0.05 0.49 -0.73 0.085
H 5.873 2.978 -4.825 0.13 0.15 0.33 0.086
H 5.004 5.777 -2.141 -0.67 0.25 0.47 0.023
```
Forces are in eV/Å.

Multiplicity = 1
Relative energy (zero: lowest compared OMol25 entry of this formula, charge and spin) = 0.0 kcal/mol
HOMO = -8.26 eV
Gap between HOMO and LUMO = 8.582 eV